No. 1
65
Properties=species:S:1:pos:R:3:nbo_charge:R:1 method="wB97M-V/def2-TZVPD" energy_ev=-62246.4295 fmax_ev_per_a=0.82 lumo_ev=0.54 gap_ev=9.166
H -1.8119 -1.2737 -0.4237 0.222
O 4.5814 -5.8591 2.2018 -0.727
O -0.0982 1.8476 -0.3960 -0.554
P -3.8078 0.7243 -0.4244 0.269
H -7.7393 1.8074 -1.7187 0.159
H 3.7984 2.6137 0.7518 0.180
H -0.7959 -2.1629 -1.5710 0.214
H -1.8020 3.8074 -2.3777 0.256
O -0.3809 0.6406 1.4353 -0.586
C 2.0083 -4.2415 0.6528 -0.248
H -3.6164 3.4967 1.2397 0.507
H 3.2336 -2.4137 2.5573 0.155
H 5.7274 4.6506 -0.5150 0.464
H -0.0988 2.2159 -2.4262 0.191
C -0.8080 -1.6712 -0.5959 -0.619
H -5.8503 0.0740 0.7330 0.236
C -8.1851 1.7404 -2.7166 -0.248
O 0.7129 -4.6309 0.2130 -0.731
H -1.3609 1.1056 -1.8596 0.185
H 2.1158 3.1077 0.9985 0.175
H 2.2858 -4.7153 1.5966 0.184
H -5.4764 1.7589 1.1231 0.234
H -4.1589 -0.8427 -2.2528 0.232
H 1.9721 -3.1639 0.8079 0.169
H -4.5446 0.4401 1.8739 0.238
C -4.7280 0.0005 -1.8561 -0.907
C 5.2910 -5.6282 3.4110 -0.249
H 4.5564 -5.3023 4.1447 0.183
H 2.4904 1.7511 -0.0805 0.162
C -0.1592 0.6546 0.2605 0.836
H 3.4750 -1.5140 4.0746 0.160
H 1.1615 -0.9247 -0.0629 0.243
C 5.9742 3.1596 -1.7509 -0.248
H 5.7736 -6.5354 3.7838 0.163
Si -3.5242 2.8777 -0.9093 1.556
H 6.0431 -4.8432 3.2986 0.167
H -4.9069 0.7168 -2.6577 0.246
H 0.7134 -5.5823 0.0721 0.466
O 4.7223 -0.9475 2.5000 -0.740
C -5.0391 0.7705 0.9586 -0.909
H -8.7393 2.6616 -2.9152 0.166
H -1.3286 3.8779 -0.6889 0.268
H 4.6817 -2.6910 3.5309 0.172
H -8.8856 0.9073 -2.7292 0.181
H 1.8110 1.0691 2.0635 0.486
C 0.2535 -0.5549 -0.5543 -0.535
H 5.2084 -6.1426 1.5297 0.465
H -6.5824 2.2038 -3.7092 0.470
Cl -4.7453 3.5866 -2.4371 -0.419
C -0.8223 2.0323 -1.6264 -0.058
H -0.6173 -2.4246 0.1692 0.237
H 0.5392 -0.2337 -1.5577 0.214
H -5.7044 -0.3618 -1.5255 0.238
H 5.7933 2.3562 -1.0313 0.163
C 3.9784 -1.9303 3.1965 -0.244
O 2.7254 1.3627 1.9569 -0.754
H 7.0522 3.2775 -1.8870 0.163
H 5.5333 2.8775 -2.7046 0.181
C 2.7766 2.2529 0.8460 -0.243
H 4.0945 -0.2712 2.2086 0.488
O 5.3513 4.3733 -1.3558 -0.722
O -3.9206 3.8233 0.3835 -1.088
C -1.7634 3.2213 -1.4525 -0.947
O -7.2131 1.4755 -3.7141 -0.728
H 2.7799 -4.4578 -0.0896 0.162



No. 2
13
Properties=species:S:1:pos:R:3:nbo_charge:R:1 method="wB97M-V/def2-TZVPD" energy_ev=-20845.7481 fmax_ev_per_a=0.55 lumo_ev=3.76 e_above_lowest_kj_mol=14.9 gap_ev=9.373 charge=-1
H 0.1841 2.4194 0.0277 0.502
H 0.4290 -0.9851 2.9641 0.456
H -2.3154 -3.1626 0.6123 0.447
O 0.5960 3.2088 -0.3715 -0.977
H 1.0616 0.1622 -1.7288 0.503
H -1.8345 -1.6978 0.5454 0.506
O -2.6188 -2.2598 0.7507 -0.977
Cl -0.7572 0.1945 -0.1389 -0.927
H 0.7105 -0.0749 -3.1874 0.462
O 1.1252 -0.5912 2.4310 -0.984
H 0.6818 -0.3899 1.5810 0.504
H 1.3503 2.8541 -0.8521 0.464
O 1.3875 0.3222 -2.6335 -0.980



No. 3
14
Properties=species:S:1:pos:R:3:nbo_charge:R:1 method="wB97M-V/def2-TZVPD" energy_ev=-16816.0325 fmax_ev_per_a=3.23 lumo_ev=0.93 e_above_lowest_kj_mol=69.0 gap_ev=11.280
H 1.9734 -0.1696 -0.7117 0.221
H -1.0753 0.8198 1.9491 0.246
C -0.0013 0.3270 0.0698 0.057
Cl 0.3632 2.1400 -0.1155 -0.131
C 1.2883 -0.3767 0.1221 -0.633
H -1.6195 0.1323 -1.2897 0.205
H -0.1201 0.7260 -2.0946 0.236
H -0.2576 -0.7772 1.8690 0.224
H 1.8241 0.0012 0.9852 0.212
H 1.0869 -1.3869 0.2532 0.210
C -0.8332 -0.0382 1.2521 -0.654
H -0.3217 -1.0244 -1.6986 0.207
C -0.5583 0.0297 -1.3578 -0.626
H -1.7489 -0.4029 0.7675 0.225



No. 4
175
Properties=species:S:1:pos:R:3:mulliken_charge:R:1 method="wB97M-V/def2-TZVPD" energy_ev=-98651.6769 fmax_ev_per_a=6.02 lumo_ev=-2.61 e_above_lowest_kj_mol=2132.7 gap_ev=0.746
O 14.9443 -8.8294 -12.2602 -0.679
H 4.0883 -12.5122 -13.5673 0.332
O 9.1987 8.8086 -13.0678 -0.371
H 17.9638 3.5845 -8.3718 0.384
H 0.5393 -11.5079 -12.5836 0.398
H 3.4462 -11.3712 -12.5984 0.372
C 6.9323 -1.5344 -9.5055 0.077
H 18.4100 2.2767 -6.2385 0.255
H 16.0732 0.6415 2.9148 0.453
H 19.1964 -0.9908 -8.5104 0.318
H 4.8181 -2.1725 -8.8814 0.439
C -2.6105 -9.2486 -4.7268 0.308
H 18.6593 0.5490 2.1589 0.538
C 9.8112 -0.8730 -10.2613 -0.675
O 9.4616 -4.1215 -15.6358 -0.658
C 8.5544 0.7197 0.0789 -0.711
H 6.0501 -2.4479 -7.6933 0.373
N 18.1464 0.4241 1.2978 -0.718
C 3.9379 3.1184 -15.5014 -0.746
H -0.8349 -9.1722 -3.4529 0.346
H 14.9050 -0.2168 2.2075 0.400
H 10.7218 8.8008 -15.3269 0.327
O 0.7013 -5.6019 -14.7038 -0.738
H 15.3767 1.2269 1.3482 0.359
H 4.4191 -16.4064 -14.0427 0.293
C 19.2075 2.5941 -6.9104 0.086
H 10.8197 10.0903 -13.1007 0.444
H 12.8421 -7.6747 -10.1552 0.218
H 0.5728 -0.0273 -0.5663 0.396
O 14.3523 -9.9983 -10.5182 -0.722
H 2.9917 2.7405 -15.8888 0.271
H 7.1602 -9.6849 -5.7964 0.263
C 10.2382 9.7574 -15.1293 0.269
H 8.1460 -2.7522 -8.2436 0.391
H 8.3012 10.3867 -15.6893 0.344
C 5.2434 2.6634 -16.2206 0.510
H 8.4911 -1.0531 -7.9343 0.394
H 2.8282 -16.7587 -14.5129 0.324
C 2.0876 -14.1950 -13.9800 -0.696
C 8.2580 -1.7763 -8.7158 -0.595
H 1.0820 1.8121 -3.6612 0.366
C 18.9522 -0.1791 -9.1956 -0.743
H 5.8601 -2.4525 -11.0538 0.374
H 10.2867 7.0860 -13.6856 0.303
O 0.0406 0.8733 -5.1875 -0.354
C 18.9052 3.8309 -7.8807 -1.352
O 16.0000 1.5061 -15.6757 -0.690
H 1.3753 1.2884 -1.3475 0.413
H 8.9821 -0.3904 -10.7788 0.290
C 9.9237 9.8799 -13.6846 -0.782
H 20.0152 3.5218 -5.0925 0.531
H 17.4384 -1.8694 -0.3180 0.462
O 15.1675 3.5249 -15.8281 -0.738
H 10.8575 11.2635 -16.6442 0.394
H 16.3862 -1.5737 -2.5043 0.334
C 6.3410 -8.9795 -5.6566 -0.750
N 8.8722 9.5638 -15.8193 -0.322
H 17.1752 -1.1810 2.1587 0.192
C 16.6181 -1.2372 0.0219 -0.914
C 10.9079 11.0135 -15.5844 -1.395
O 6.3185 -8.5001 -7.9678 -0.694
C 0.0806 0.2511 -2.7319 0.169
H 10.4300 -0.2781 -9.5895 0.284
C 16.9079 -0.4611 1.3851 0.095
C 0.3072 1.8716 -6.1968 -0.760
C 7.6852 -0.0005 -1.0363 0.513
C 19.8035 1.4120 -7.6168 -0.841
H -0.0346 -13.0281 -13.1775 0.374
C 15.7687 0.3743 1.9029 -1.381
H 17.5337 2.4438 -13.8099 0.234
H 5.6084 -9.2604 -4.8999 0.256
H -0.5834 -8.7513 -4.9704 0.368
C 0.1139 1.3327 -3.8056 -0.694
H -0.2147 2.8284 -6.2087 0.295
H 20.1039 0.6480 -6.8997 0.430
H -2.9352 -7.4409 -3.5887 0.336
H 10.4922 -1.1170 -11.0767 0.292
C -2.2094 -7.0116 -6.7178 -0.722
C 2.0720 -12.9408 -13.1430 0.100
H -2.1416 -4.5232 -15.3908 0.205
O 0.2247 -3.5509 -14.0442 -0.726
C 9.7392 -5.1868 -16.2275 0.593
H 11.9508 11.0447 -15.2689 0.385
C 9.3749 -6.5708 -15.6797 -0.752
H 1.9910 -0.6835 -2.9190 0.366
H 14.8494 -1.5562 -1.7790 0.315
H 7.4418 -2.4948 -11.2925 0.368
C 0.4109 0.7860 -1.2738 -1.277
H 8.4055 -6.7255 -16.1536 0.166
O 18.6619 1.0019 -8.4270 -0.270
H 3.9665 4.2056 -15.5732 0.214
N 6.7380 -2.5953 -10.5752 -0.289
H 0.7901 -1.7118 -2.4604 0.361
H 9.9586 -7.4402 -15.9821 0.290
O 16.3099 -0.3154 -1.0355 -0.228
C -1.6313 -4.9938 -14.5504 -0.777
H 5.5725 -0.8185 -8.0466 0.340
H 13.9054 -6.7365 -11.2126 0.285
H -2.8927 -11.1744 -3.9540 0.410
H 9.3524 10.7988 -13.5528 0.417
N 1.0248 -0.9383 -3.0660 -0.317
H 15.6955 -1.7938 0.1865 0.452
H 2.9813 -11.3811 -14.1459 0.380
H 9.3925 -6.6159 -14.5907 0.245
C 5.6227 -8.5980 -6.9377 0.526
C -0.1401 -4.6737 -14.4815 0.538
H 19.6324 3.8892 -8.6905 0.382
H 18.8386 0.0173 0.6850 0.455
N -1.1154 -9.3913 -4.3981 -0.265
H 6.8382 -8.1032 -5.2408 0.185
H -4.4207 -10.4920 -4.2279 0.372
C 13.8562 -7.5987 -10.5476 -0.736
H -3.4853 -9.8303 -2.8727 0.349
H 3.9925 2.8909 -14.4368 0.180
O -2.1624 -6.8258 -5.3278 -0.338
O 6.2221 3.3699 -16.0967 -0.725
O 5.3617 1.8008 -17.0698 -0.699
C 9.8786 7.5839 -12.8061 -0.711
N 3.2501 -11.9811 -13.3792 -0.203
H 20.7047 1.6475 -8.1829 0.405
H 19.7874 -0.0164 -9.8769 0.315
C -2.9877 -7.7744 -4.6250 -0.759
C 3.5662 -15.9574 -14.5516 -0.828
C -3.4208 -10.2232 -3.8874 -1.413
O 3.3608 -14.7625 -13.8653 -0.340
H 17.6630 3.9104 -14.7477 0.193
H 18.7611 4.7787 -7.3622 0.456
C 5.7673 -1.7851 -8.5111 -1.410
H 1.3602 -14.9002 -13.5777 0.412
H 8.3254 8.7540 -15.5638 0.361
O 7.6584 -1.2236 -1.0182 -0.693
H 1.0071 -1.3476 -3.9892 0.342
H 9.4302 6.8180 -12.1733 0.296
H -2.7554 -9.5105 -5.7749 0.264
N 20.3183 3.0679 -5.9423 -0.575
H -1.8652 -6.0581 -14.5244 0.257
H 8.0198 1.6521 0.2606 0.231
H 6.7888 -3.5553 -10.2655 0.328
H 8.9921 9.4482 -16.8155 0.372
H 1.8954 -13.9543 -15.0256 0.371
C 16.9494 3.2467 -14.2594 -0.751
H 14.5866 -7.2986 -9.7962 0.188
H 10.5799 11.8869 -15.0207 0.352
O 9.2825 -2.0283 -9.6136 -0.360
H -0.9059 -0.2049 -2.8146 0.325
C 15.9328 2.6841 -15.3134 0.521
H 0.1882 1.3673 -7.1557 0.291
O 10.2741 -5.1358 -17.3653 -0.655
H 18.0043 1.3504 0.9212 0.505
H -0.7747 -10.3175 -4.6128 0.374
H 6.8837 -0.5678 -10.0070 0.380
H -2.1702 -4.5372 -13.7203 0.242
H 20.9484 3.7289 -6.3737 0.376
H -0.7540 1.9915 -3.8336 0.383
O 6.9970 0.6976 -1.7981 -0.747
H 1.3835 2.0424 -6.1765 0.336
C 14.3250 -8.8992 -11.1528 0.576
H 9.5689 0.8944 -0.2793 0.164
O 4.3639 -8.3425 -6.8694 -0.783
H -0.3058 1.4755 -0.8277 0.357
H -4.0055 -7.5694 -4.9568 0.462
H 15.2055 -0.1675 -2.8005 0.246
H 10.6999 7.8506 -12.1410 0.312
H 18.0523 -0.4651 -9.7400 0.268
H 0.7556 -11.8486 -14.3563 0.449
H 20.8207 2.2853 -5.5484 0.433
H 16.4880 3.9157 -13.5329 0.232
H -3.2495 -6.8672 -7.0101 0.344
H 2.1446 -13.2360 -12.0962 0.289
H -1.9599 -7.9784 -7.1552 0.286
H 8.5831 0.1558 1.0112 0.245
H -1.5972 -6.2561 -7.2104 0.276
H 3.9000 -15.8731 -15.5858 0.321
C 0.7223 -12.2626 -13.3485 -1.349
C 15.6429 -0.8836 -2.1049 -0.779